This record from the Open Molecules 2025 dataset describes 3 unconnected molecules or ions with the total composition C5H16N2O2 in a non-equilibrium geometry. The level of theory is ωB97M-V/def2-TZVPD.

```
25
Properties=species:S:1:pos:R:3:forces:R:3
O 1.281 1.087 0.817 -0.11 -0.09 -0.32
O 0.106 0.369 -1.218 -0.65 -0.38 0.56
N -0.662 -1.332 -2.593 0.11 0.06 0.05
N 0.372 1.050 2.866 0.00 -0.13 -0.11
C 1.427 -1.681 -1.379 -0.11 0.15 -0.08
C 0.181 1.218 1.530 -0.28 -0.24 -0.38
C -1.041 -0.626 1.031 0.05 0.27 0.57
C -0.822 2.269 1.127 0.03 -0.10 0.02
C 0.532 -0.665 -2.083 -0.04 -0.13 0.06
H 1.098 0.396 3.120 -0.08 0.01 -0.04
H -1.031 2.198 0.064 -0.01 -0.02 0.01
H -0.448 1.027 3.450 0.04 0.03 -0.06
H -1.749 2.163 1.686 0.00 -0.01 -0.01
H 1.781 -2.438 -2.081 -0.02 0.01 0.00
H -0.421 -2.112 -3.192 0.00 0.04 0.01
H 2.295 -1.180 -0.949 -0.01 0.00 -0.01
H -0.500 -0.036 -0.353 0.88 0.38 -0.82
H 0.985 0.892 -0.173 0.16 0.12 0.58
H -1.829 -0.288 1.708 -0.01 0.01 0.06
H 0.872 -2.172 -0.580 -0.02 -0.02 0.00
H 1.113 -0.168 -2.877 -0.10 -0.01 0.11
H -1.222 -0.678 -3.129 0.04 -0.04 0.00
H -1.557 -1.249 0.290 0.04 0.09 -0.24
H -0.385 3.250 1.338 0.01 -0.06 0.02
H -0.374 -1.295 1.580 0.06 0.06 0.00
```
Forces are in eV/Å.

* HOMO-LUMO gap: 8.73 eV
* total charge: 0
* relative energy (zero: lowest compared OMol25 entry of this formula, charge and spin): 272.5 kJ/mol
* spin multiplicity: 1
* lowest unoccupied orbital energy: 0.92 eV